[1]
82
Properties=species:S:1:pos:R:3:forces:R:3 method="wB97M-V/def2-TZVPD" fmax_ha_per_bohr=0.028 e_tot_ha=-3937.6852 charge=-1 orbital_gap_ev=6.889 lumo_ha=0.0729
N 0.7287 -1.4103 -0.1335 0.031 0.284 0.493
C -0.0530 -0.1767 0.0398 -0.262 -0.097 -0.371
C -0.3673 0.5475 -1.2682 0.255 0.714 -0.006
Ga 1.2289 1.6268 -1.9544 -0.511 -1.248 0.534
N 2.8464 1.0212 -1.0892 -0.174 0.676 -0.427
O 0.8161 3.4295 -1.4427 0.565 -0.431 -0.162
C 1.3671 4.3905 -2.1374 -0.338 0.441 0.075
O 0.7937 4.9789 -3.0268 -0.319 0.346 -0.547
C 2.7362 4.8517 -1.7375 0.531 -0.105 0.474
C 3.4150 4.2421 -0.6827 0.244 0.310 -0.087
C 4.6863 4.6721 -0.3021 -0.431 0.095 -0.389
C 5.2863 5.7278 -0.9811 -0.400 -0.327 0.066
C 4.6005 6.3479 -2.0231 -0.123 0.020 -0.079
C 3.3324 5.9214 -2.4058 0.317 -0.264 0.385
C 1.5730 1.4272 -3.9867 0.097 0.333 0.343
F 2.8238 1.9477 -4.3135 0.200 0.156 -0.103
F 0.6879 2.1370 -4.7507 -0.256 0.067 -0.142
C 1.6332 -0.0012 -4.5429 0.237 0.074 -0.207
F 1.2464 -0.9225 -3.6179 -0.119 -0.228 0.273
F 0.8297 -0.1760 -5.6208 -0.180 -0.068 -0.166
H 1.1724 -1.3969 -1.0403 -0.001 -0.109 -0.117
H 0.1076 -2.2005 -0.0740 0.158 -0.199 -0.293
H -0.9877 -0.4501 0.5373 -0.028 -0.062 0.199
H 0.4581 0.5062 0.7192 0.153 0.049 0.139
H -1.1645 1.2662 -1.0745 -0.078 0.137 -0.064
H -0.7462 -0.1449 -2.0195 -0.037 -0.202 -0.039
H 3.0507 0.0911 -1.4300 0.126 -0.160 0.147
H 2.7179 0.9576 -0.0878 0.033 -0.240 0.098
H 2.9542 3.4212 -0.1641 -0.066 -0.136 0.034
H 5.1785 4.1628 0.5107 0.170 0.016 0.100
H 6.2762 6.0465 -0.6940 0.129 0.152 -0.027
H 5.0559 7.1762 -2.5474 0.080 0.070 -0.046
H 2.7935 6.3903 -3.2126 -0.048 0.059 -0.107
H 2.6526 -0.2380 -4.8410 0.134 -0.060 0.000
C -4.0459 2.7539 -0.2120 0.132 0.161 -0.176
O -2.7753 3.1151 -0.7288 -0.186 -0.031 0.194
H -3.9053 1.8699 0.4060 0.024 -0.019 0.008
H -4.4685 3.5521 0.4079 -0.057 -0.052 0.029
H -4.7501 2.5120 -1.0142 -0.053 -0.034 0.056
H -2.8794 3.8928 -1.2835 0.148 -0.016 -0.072
C 0.7094 -4.8088 -1.4607 -0.145 0.109 -0.024
O -0.3259 -4.2589 -0.6518 -0.133 -0.250 0.027
H 1.6487 -4.6467 -0.9390 0.004 0.034 0.022
H 0.5625 -5.8831 -1.6105 0.054 -0.006 -0.007
H 0.7538 -4.3111 -2.4320 0.071 -0.008 -0.003
H -1.1593 -4.3942 -1.1131 -0.027 0.040 0.006
C -2.3836 -3.9145 2.2758 0.128 0.176 -0.352
O -2.6751 -2.7719 1.4647 -0.188 -0.045 0.017
H -3.0214 -3.8684 3.1563 -0.025 0.070 -0.007
H -2.5996 -4.8332 1.7262 -0.022 -0.074 0.098
H -1.3409 -3.9074 2.5864 -0.085 -0.052 0.097
H -2.0992 -2.8133 0.6959 0.122 0.055 0.048
C 0.3848 4.3934 1.6996 -0.078 0.245 -0.038
O 0.8479 5.4338 2.5801 -0.051 -0.313 0.092
H 0.7810 3.4496 2.0649 0.056 0.014 0.009
H -0.7066 4.3471 1.7004 0.002 -0.075 -0.039
H 0.7382 4.5503 0.6827 -0.016 -0.080 -0.010
H 0.5014 6.2632 2.2451 0.086 0.066 0.028
C 0.6541 -6.0559 4.5144 0.055 0.125 -0.207
O 0.3730 -4.9276 3.6972 0.137 -0.231 0.169
H 0.0102 -5.9942 5.3883 -0.019 0.020 0.007
H 0.4435 -6.9907 3.9864 -0.001 -0.040 0.065
H 1.6968 -6.0578 4.8444 -0.014 -0.049 0.056
H 0.9412 -4.9753 2.9225 -0.040 0.128 -0.038
C -5.8154 -2.4264 0.3714 0.176 0.015 -0.086
O -5.3226 -1.8327 -0.8241 -0.093 -0.034 0.036
H -6.7909 -2.8565 0.1501 -0.019 0.041 -0.068
H -5.1416 -3.2131 0.7164 -0.051 0.011 0.105
H -5.9294 -1.6792 1.1611 -0.028 -0.063 0.067
H -4.4606 -1.4561 -0.6218 0.031 -0.009 -0.018
C 1.6343 2.4571 4.7817 0.076 0.208 -0.136
O 2.4741 3.3814 4.1085 -0.056 -0.130 0.202
H 2.2330 1.5799 5.0172 0.013 -0.020 -0.005
H 1.2449 2.8779 5.7146 -0.042 -0.066 0.017
H 0.7960 2.1469 4.1504 -0.033 -0.054 0.055
H 1.9453 4.1588 3.8960 0.043 0.175 -0.177
C -2.7486 -6.7818 -0.9070 -0.198 0.131 0.027
O -3.7290 -6.1687 -0.0802 0.088 -0.106 0.003
H -1.7863 -6.6464 -0.4173 0.002 -0.003 0.019
H -2.9372 -7.8514 -1.0320 0.055 -0.008 -0.033
H -2.7202 -6.3028 -1.8910 0.092 -0.084 -0.050
H -4.5870 -6.2776 -0.4985 -0.026 0.069 0.007

***

[2]
79
Properties=species:S:1:pos:R:3:forces:R:3 method="wB97M-V/def2-TZVPD" fmax_ha_per_bohr=0.078 e_tot_ha=-1917.0527 charge=+1 orbital_gap_ev=3.813 lumo_ha=-0.1940
Na 3.8141 3.2235 -0.3159 0.011 -0.315 -0.662
Na 1.2643 1.2978 4.5068 -0.554 -0.205 -0.175
O -2.3097 1.0688 -1.0476 -1.938 -0.295 0.715
C -1.2960 1.0523 -0.1651 1.587 1.237 0.942
O -1.5104 1.1107 1.0847 -0.549 -0.410 -0.441
O -0.2230 1.1293 -0.7424 2.867 -0.227 -0.334
H -3.0176 1.1253 -0.4016 -1.165 -0.054 -0.345
C -0.1506 1.4629 -8.5381 -0.626 -0.328 1.038
O -1.0823 2.4193 -9.0186 1.155 -0.186 -0.504
C -2.3856 2.0890 -8.7043 -1.506 -0.350 -0.475
C -3.4114 2.7823 -9.6419 0.209 -0.580 1.878
N -4.7791 2.6263 -9.0392 0.570 1.441 -0.993
C -5.1926 1.4541 -8.3121 0.132 0.073 -0.361
C -6.5837 1.6406 -7.6401 0.398 -1.342 -0.436
O -6.8781 0.4315 -6.9574 0.847 -0.612 2.150
C -6.1956 0.3996 -5.6480 -0.114 0.023 -0.495
H 0.8765 1.8176 -8.6244 -0.291 0.164 0.047
H -0.2214 0.4393 -8.9061 -0.185 0.094 -1.346
H -0.4440 1.2108 -7.5190 0.558 0.622 0.766
H -2.6950 2.2574 -7.6728 0.483 0.788 0.476
H -2.5512 1.0128 -8.7551 0.154 -0.440 -0.534
H -3.2267 2.4276 -10.6558 -0.706 -0.306 -0.082
H -3.2076 3.8529 -9.6610 0.019 0.003 0.015
H -4.9397 3.4665 -8.5022 -0.080 -0.083 0.098
H -4.4612 1.0686 -7.6018 0.015 0.292 0.560
H -5.2077 0.6527 -9.0508 -0.734 -0.275 0.013
H -7.3425 1.7332 -8.4172 0.029 0.151 -0.001
H -6.7407 2.4250 -6.8997 0.658 0.668 -0.327
H -6.6684 1.0131 -4.8811 -0.502 0.305 -0.298
H -5.1588 0.7344 -5.6788 0.046 0.203 -0.485
H -6.1164 -0.5887 -5.1951 -0.521 -0.327 -0.694
C 4.4613 -2.5287 2.1732 0.958 0.460 -1.605
O 5.4933 -1.9342 1.3178 -0.011 1.029 1.363
C 5.0344 -1.6270 -0.0002 1.191 -1.893 -0.248
C 6.2149 -1.1761 -1.0501 -1.243 0.962 3.705
N 6.3272 0.3078 -1.1692 -1.311 -0.782 -1.696
C 7.4103 0.6536 -2.0511 -1.238 1.014 -0.578
C 7.4423 2.1826 -2.1912 0.721 0.447 0.679
O 6.2283 2.8975 -2.5619 0.452 -1.097 0.671
C 6.1363 3.2654 -3.9225 0.781 -0.190 -0.423
H 4.7434 -2.3102 3.2032 -0.058 -0.282 -0.143
H 4.3931 -3.5892 1.9311 0.220 -0.216 0.408
H 3.4704 -2.1470 1.9273 -0.102 0.471 0.120
H 4.1094 -1.0557 0.0768 0.233 0.824 -0.497
H 4.7036 -2.6330 -0.2584 -0.265 0.033 -1.319
H 6.0342 -1.7926 -1.9307 0.038 0.981 -0.474
H 7.2045 -1.3856 -0.6439 -0.152 -1.359 0.281
H 6.3906 0.8714 -0.3335 0.142 -0.904 0.508
H 7.2542 0.2093 -3.0341 -0.337 -0.047 -0.144
H 8.3667 0.2313 -1.7429 0.501 0.395 0.311
H 8.3545 2.4005 -2.7466 -0.423 0.496 -0.976
H 7.7176 2.6541 -1.2479 -0.214 -0.291 0.533
H 6.5321 2.4649 -4.5475 -0.127 -0.064 -0.176
H 6.7657 4.1418 -4.0776 -0.133 0.205 -0.245
H 5.1078 3.4628 -4.2244 0.028 0.006 0.308
C -4.6482 -3.0366 8.7243 0.202 -2.018 -0.265
O -4.2725 -2.0743 7.8044 0.294 2.478 -0.003
C -3.3978 -2.4424 6.7563 0.529 -1.488 0.537
C -1.9880 -2.8698 7.2242 -0.667 0.738 0.049
N -1.1971 -1.7342 7.7268 -0.413 -0.134 -0.587
C -0.1182 -2.0775 8.6492 -1.373 0.643 0.156
C -0.5920 -2.0767 10.1320 1.668 -2.713 -1.872
O -0.9964 -0.8782 10.5541 -1.179 2.515 -1.544
C -0.9185 -0.6560 11.9028 0.365 0.127 1.225
H -5.0361 -3.8762 8.1476 -0.370 -0.430 0.093
H -5.3992 -2.7773 9.4705 -0.063 0.906 -0.536
H -3.8362 -3.4682 9.3095 0.494 0.207 0.063
H -3.3014 -1.6888 5.9748 -0.440 0.458 0.467
H -3.8303 -3.3281 6.2910 -0.049 -0.240 -0.345
H -1.5047 -3.3184 6.3563 0.197 -0.065 0.022
H -2.1524 -3.6501 7.9673 0.292 -0.216 0.219
H -1.8156 -1.1028 8.2156 -0.252 0.180 -0.019
H 0.6348 -1.2980 8.5332 0.390 -0.147 0.207
H 0.2661 -3.0463 8.3300 0.264 -0.013 0.388
H 0.3222 -2.4184 10.6173 -0.028 -0.253 0.834
H -1.4106 -2.7864 10.2520 0.066 -0.609 0.088
H 0.0501 -0.1866 12.0744 0.051 0.110 0.656
H -0.9804 -1.5958 12.4515 0.022 -0.057 0.230
H -1.7313 -0.0133 12.2408 0.086 0.092 -0.137